The following is a DFT calculation (the ωB97M-V functional and the def2-TZVPD basis) of C19H28N4O2 in the gas phase.

The geometry in XYZ format:
```
53
C19H28N4O2 the ωB97M-V functional and the def2-TZVPD basis
C 0.964 -3.689 3.836
C 0.776 -2.377 3.136
C 0.490 -1.219 3.841
C 0.310 -0.008 3.202
C 0.432 0.074 1.817
N 0.272 1.329 1.222
C 0.130 1.622 -0.114
O 0.152 0.780 -0.994
N -0.067 2.945 -0.398
C -0.033 4.012 0.584
C -0.408 5.342 -0.064
C 0.574 5.715 -1.178
C 0.989 4.470 -1.976
C -0.029 3.350 -1.792
C 0.740 -1.070 1.096
C 0.892 -2.291 1.742
N 1.188 -3.454 1.023
C 1.156 -3.593 -0.368
O 2.104 -4.087 -0.952
N 0.014 -3.216 -0.989
C -0.041 -3.269 -2.435
C -0.697 -2.000 -2.971
C -2.100 -1.863 -2.390
C -1.997 -1.824 -0.869
C -1.281 -3.075 -0.362
H 0.362 -4.465 3.364
H 0.678 -3.609 4.881
H 2.008 -4.004 3.793
H 0.398 -1.267 4.917
H 0.081 0.878 3.779
H 0.171 2.082 1.883
H 0.969 4.099 1.031
H -0.756 3.804 1.383
H -1.419 5.263 -0.466
H -0.419 6.117 0.703
H 1.458 6.185 -0.746
H 0.101 6.447 -1.833
H 1.083 4.706 -3.035
H 1.959 4.108 -1.630
H 0.250 2.468 -2.371
H -1.022 3.675 -2.120
H 0.873 -1.011 0.030
H 1.930 -4.012 1.427
H 0.980 -3.378 -2.803
H -0.620 -4.149 -2.750
H -0.730 -2.042 -4.061
H -0.108 -1.132 -2.671
H -2.571 -0.949 -2.755
H -2.716 -2.712 -2.701
H -2.987 -1.768 -0.412
H -1.430 -0.939 -0.582
H -1.170 -3.039 0.721
H -1.884 -3.959 -0.618
```

Values from the calculation:
HOMO-LUMO gap ... 8.526 eV
Net charge ... 0
Structure (SMILES) ... Cc1ccc(NC(=O)N2CCCCC2)cc1NC(=O)N1CCCCC1
Energy above the lowest of the compared OMol25 structures with the same formula, charge and spin ... 0.0 kJ/mol

natural (NBO) population analysis, charges in e, atoms 1 to 8: -0.633 -0.091 -0.181 -0.266 0.173 -0.619 0.803 -0.678

=====

The following is a DFT calculation (the ωB97M-V functional and the def2-TZVPD basis) of C23H19N3O3 in the gas phase.

The geometry in XYZ format:
```
48
C23H19N3O3 the ωB97M-V functional and the def2-TZVPD basis
O 1.898 -0.881 -3.392
C 1.098 -0.793 -2.491
N -0.222 -0.526 -2.711
N -1.099 -0.429 -1.710
C -2.293 -0.040 -1.952
C -3.250 0.040 -0.898
C -4.522 0.439 -1.093
C -5.520 0.529 -0.074
C -5.500 0.260 1.278
C -6.795 0.533 1.758
C -7.516 0.948 0.677
O -6.761 0.949 -0.427
C 1.428 -1.088 -1.050
C 1.198 -2.302 -0.532
C 1.506 -2.729 0.829
C 1.329 -1.890 1.931
C 1.639 -2.327 3.206
C 2.129 -3.607 3.407
C 2.285 -4.458 2.325
C 1.970 -4.027 1.051
N 2.081 -0.067 -0.378
C 2.115 1.224 -0.823
O 1.487 1.589 -1.798
C 2.945 2.145 -0.001
C 4.059 1.720 0.718
C 4.801 2.633 1.446
C 4.439 3.970 1.466
C 3.339 4.401 0.743
C 2.600 3.494 0.007
H -0.490 -0.259 -3.663
H -2.615 0.236 -2.963
H -2.900 -0.243 0.083
H -4.855 0.721 -2.083
H -4.663 -0.089 1.848
H -7.145 0.437 2.766
H -8.538 1.258 0.575
H 0.786 -3.057 -1.185
H 0.898 -0.909 1.795
H 1.492 -1.667 4.049
H 2.375 -3.944 4.403
H 2.651 -5.463 2.477
H 2.094 -4.692 0.209
H 2.528 -0.312 0.495
H 4.376 0.687 0.688
H 5.669 2.300 1.996
H 5.021 4.677 2.039
H 3.062 5.444 0.748
H 1.746 3.809 -0.572
```

Values from the calculation:
HOMO-LUMO gap ... 7.762 eV
Net charge ... 0
Structure (SMILES) ... O=C(N/N=C/C=C/c1ccco1)/C(=C/c1ccccc1)NC(=O)c1ccccc1
Energy above the lowest of the compared OMol25 structures with the same formula, charge and spin ... 333.5 kJ/mol

natural (NBO) population analysis, charges in e, atoms 1 to 8: -0.570 0.671 -0.426 -0.206 0.013 -0.216 -0.196 0.221

=====

Number 1: E -30215.131 eV, HOMO level -0.2927 hartree. Number 2: E -34770.654 eV, HOMO level -0.2826 hartree.